*w*
Formula: C20H60O10S6
Source: the Open Molecules 2025 dataset
Level of theory: ωB97M-V/def2-TZVPD

The geometry in XYZ format:
```
96
Properties=species:S:1:pos:R:3:mulliken_charge:R:1
C 23.46 0.94 12.99 -0.40
C 24.31 0.07 13.87 -0.49
O 23.44 -0.80 14.67 -0.56
H 24.02 1.14 12.05 0.26
H 23.16 1.81 13.58 0.18
H 22.41 0.54 12.63 0.08
H 25.08 0.53 14.39 0.38
H 24.55 -0.76 13.17 0.27
H 23.99 -1.32 15.33 0.30
C 19.24 -3.34 9.41 -1.22
C 20.45 -2.70 10.07 1.42
O 21.48 -3.70 10.37 -0.58
H 18.53 -2.64 9.08 0.27
H 18.73 -3.95 10.17 0.33
H 19.38 -4.03 8.60 0.46
H 19.99 -2.24 10.94 0.19
H 20.77 -2.01 9.56 -1.11
H 21.60 -4.26 9.45 0.33
C 23.13 5.04 12.76 -1.11
C 22.32 5.80 11.72 0.03
O 22.60 5.31 10.39 -0.33
H 23.22 5.73 13.69 0.36
H 24.25 5.05 12.68 0.35
H 22.86 4.04 13.10 0.10
H 22.70 6.81 11.77 0.27
H 21.31 5.76 12.26 0.20
H 21.81 5.47 9.92 0.25
C 16.86 -0.20 11.18 -1.09
C 17.64 0.54 10.09 -0.11
O 18.82 -0.12 9.82 -0.13
H 17.48 -0.65 12.04 0.26
H 16.70 -1.31 11.03 0.27
H 15.90 0.41 11.43 0.25
H 17.84 1.54 10.24 0.23
H 17.24 0.52 9.07 0.33
H 19.14 0.57 9.17 0.02
C 17.85 5.21 8.06 -0.50
S 18.64 5.63 9.60 0.50
O 20.13 5.66 9.16 -0.55
C 17.99 7.32 9.67 -0.80
H 18.19 5.79 7.10 0.22
H 16.66 5.12 7.99 0.35
H 18.11 4.17 7.79 -0.06
H 18.67 8.13 9.03 0.05
H 17.94 7.74 10.68 0.36
H 16.93 7.27 9.44 0.41
C 22.50 7.30 6.45 -1.03
S 22.13 7.75 8.03 0.82
O 23.24 8.67 8.49 -0.73
C 20.83 8.72 7.42 -1.20
H 23.17 6.52 6.61 0.30
H 23.00 8.14 5.80 0.35
H 21.77 6.75 5.73 0.30
H 20.24 8.10 6.90 0.43
H 21.08 9.60 7.00 0.56
H 20.38 9.04 8.46 0.14
C 25.45 3.37 2.72 -0.96
S 24.16 4.55 2.51 0.44
O 23.09 3.92 1.65 -0.64
C 23.30 4.58 4.11 -1.03
H 25.24 2.27 2.96 0.29
H 26.32 3.67 3.40 0.33
H 25.80 3.35 1.83 0.40
H 23.19 3.64 4.55 0.14
H 22.40 5.13 3.71 0.29
H 23.90 5.01 4.72 0.73
C 23.79 -1.50 7.67 -0.29
S 25.27 -0.62 7.51 0.51
O 25.59 -0.25 8.96 -0.63
C 26.43 -1.94 7.31 -1.25
H 23.88 -2.22 7.08 1.00
H 23.07 -0.94 7.48 -0.96
H 23.72 -2.04 8.53 0.56
H 26.56 -2.30 6.35 0.47
H 26.02 -2.81 7.90 0.29
H 27.38 -1.56 7.31 0.47
C 20.18 1.67 4.28 -0.94
S 19.40 1.32 5.90 0.85
O 18.18 0.50 5.50 -0.76
C 20.63 0.07 6.53 0.59
H 19.57 2.31 3.52 0.33
H 20.43 0.85 3.72 0.49
H 20.95 2.50 4.22 0.04
H 20.30 -0.28 7.49 -0.46
H 21.32 0.82 7.06 -0.87
H 20.95 -0.75 5.75 0.44
C 22.05 3.01 7.40 -1.50
S 21.14 2.72 8.94 0.77
O 19.84 2.10 8.43 -0.43
C 22.12 1.28 9.45 -0.54
H 21.76 3.94 6.99 0.23
H 22.21 2.31 6.62 0.59
H 23.01 3.17 7.88 0.68
H 23.03 1.64 9.45 0.83
H 22.13 0.45 8.64 -0.69
H 21.87 0.65 10.32 0.02
```

For the HOMO energy, the calculation gives -8.62 eV. As for the spin multiplicity: 1. The gap between HOMO and LUMO is 8.662 eV. The total charge is 0.


*x*
Formula: C20H60O10S6
Source: the Open Molecules 2025 dataset
Level of theory: ωB97M-V/def2-TZVPD

The geometry in XYZ format:
```
96
Properties=species:S:1:pos:R:3:mulliken_charge:R:1
C 25.72 38.36 52.90 -0.91
C 27.20 38.36 53.16 0.00
O 27.93 38.22 51.88 -0.66
H 25.47 39.40 52.56 0.28
H 25.19 38.34 53.87 0.40
H 25.31 37.69 51.92 0.05
H 27.38 37.31 53.70 -0.17
H 27.45 39.20 53.71 0.50
H 27.48 37.70 51.23 0.50
C 21.85 33.67 53.02 -1.50
C 23.18 33.12 53.39 0.15
O 23.01 31.74 53.80 -0.56
H 21.29 33.96 53.73 0.61
H 21.28 33.10 52.28 0.18
H 21.97 34.70 52.73 0.40
H 23.72 33.65 54.23 0.36
H 23.89 33.04 52.57 0.08
H 22.78 31.17 53.09 0.32
C 26.74 32.70 54.13 -0.11
C 26.60 32.29 55.58 -0.43
O 26.84 33.45 56.40 -0.45
H 25.94 33.32 53.86 -0.11
H 26.71 31.93 53.31 0.48
H 27.77 33.32 53.72 -0.10
H 27.39 31.45 55.79 0.16
H 25.51 31.77 55.79 0.31
H 26.42 33.46 57.12 0.23
C 23.60 35.92 44.76 -1.53
C 23.48 37.21 45.76 -0.24
O 24.45 37.02 46.69 -0.30
H 24.49 36.01 44.22 0.41
H 22.81 35.81 44.11 0.47
H 23.87 35.04 45.13 0.40
H 22.51 37.33 46.22 0.31
H 23.60 38.09 45.16 0.41
H 24.56 37.85 47.09 0.26
C 27.26 40.28 49.01 -0.97
S 26.58 38.60 48.99 0.78
O 25.17 38.84 48.32 -0.97
C 27.53 37.85 47.74 -0.67
H 27.47 40.62 47.90 0.31
H 28.19 40.48 49.81 0.26
H 26.51 41.07 49.35 0.34
H 27.24 36.89 47.17 0.31
H 28.46 37.53 48.34 -0.20
H 27.65 38.61 46.89 0.54
C 29.49 35.29 55.23 -0.56
S 31.19 35.81 55.86 0.32
O 32.22 34.90 55.10 -0.55
C 31.37 37.22 54.66 -0.15
H 29.36 35.13 54.15 -0.06
H 28.70 35.81 55.75 0.51
H 29.38 34.30 55.63 0.28
H 31.25 36.78 53.68 -0.54
H 32.44 37.24 54.70 0.44
H 30.78 37.91 54.89 0.55
C 30.00 31.80 53.31 -0.30
S 31.69 31.38 53.18 0.43
O 32.41 32.09 54.33 -0.56
C 31.64 29.70 53.77 -0.98
H 29.52 31.41 54.24 0.13
H 29.41 31.21 52.44 0.31
H 30.05 32.72 53.16 0.04
H 31.04 29.62 54.54 0.34
H 32.67 29.67 54.00 0.37
H 31.45 28.74 52.97 0.25
C 22.89 32.83 47.36 -0.71
S 21.64 31.93 48.27 0.41
O 22.08 30.46 48.14 -0.65
C 21.93 32.48 49.88 -0.94
H 23.07 32.57 46.26 0.36
H 23.81 32.48 47.91 0.15
H 22.81 33.90 47.38 0.29
H 20.89 32.28 50.42 0.31
H 22.14 33.73 49.90 0.22
H 22.52 31.94 50.35 0.56
C 30.99 36.61 50.57 0.26
S 31.74 35.52 49.59 0.40
O 30.77 34.38 49.45 -0.59
C 31.81 36.38 48.05 -0.55
H 29.89 36.80 50.52 -0.14
H 31.28 37.76 50.36 0.38
H 31.14 36.41 51.66 -0.60
H 32.45 37.21 48.47 0.33
H 30.74 36.75 48.00 -0.14
H 32.27 35.82 47.29 0.42
C 25.59 34.78 49.57 -0.79
S 27.16 35.18 50.21 0.66
O 27.12 36.54 50.94 -0.56
C 27.22 33.95 51.47 -0.63
H 24.71 34.88 50.30 0.14
H 25.48 33.75 49.22 0.51
H 25.17 35.42 48.71 0.05
H 28.39 34.04 51.80 0.24
H 27.36 32.98 50.93 0.50
H 26.26 33.85 52.10 -0.07
```

For the HOMO energy, the calculation gives -8.55 eV. As for the spin multiplicity: 1. The gap between HOMO and LUMO is 8.702 eV. The total charge is 0.


Result of the stability comparison: *x* is the least stable of them.


*w*
Formula: C3H4BN
Source: the Open Molecules 2025 dataset
Level of theory: ωB97M-V/def2-TZVPD

The geometry in XYZ format:
```
9
Properties=species:S:1:pos:R:3:mulliken_charge:R:1
B 0.00 1.24 0.04 0.19
C -0.86 -0.11 -0.01 0.15
C -0.19 -1.25 -0.02 -0.55
C -2.29 0.00 0.00 0.15
N -3.43 0.17 0.01 -0.39
H -0.71 2.05 -0.24 -0.05
H 1.16 1.43 -0.11 -0.04
H -0.69 -2.28 0.12 0.26
H 0.93 -1.14 -0.11 0.28
```

For the HOMO energy, the calculation gives -10.84 eV. As for the spin multiplicity: 1. As for the SMILES: BC(=C)C#N. The gap between HOMO and LUMO is 9.942 eV. The total charge is 0.


*x*
Formula: C3H4BN
Source: the Open Molecules 2025 dataset
Level of theory: ωB97M-V/def2-TZVPD

The geometry in XYZ format:
```
9
Properties=species:S:1:pos:R:3:mulliken_charge:R:1
B -0.23 0.15 -1.26 -0.15
C -1.26 -0.71 1.11 0.28
C 1.18 0.49 0.62 -0.71
C -0.65 0.03 0.11 0.32
N -1.81 -1.23 2.00 -0.40
H -0.14 1.21 -1.55 -0.02
H -0.30 -0.76 -2.17 -0.04
H 1.59 0.03 1.46 0.39
H 1.62 0.78 -0.32 0.34
```

For the HOMO energy (spin up / spin down), the calculation gives -9.56 / -10.34 eV. As for the spin multiplicity: 1. The gap between HOMO and LUMO (spin up / spin down) is 8.309 / 8.640 eV. The total charge is 0.


Result of the stability comparison: *x* is the least stable of them.


*w*
Formula: C3H3I
Source: the Open Molecules 2025 dataset
Level of theory: ωB97M-V/def2-TZVPD

The geometry in XYZ format:
```
7
Properties=species:S:1:pos:R:3:mulliken_charge:R:1
C 1.12 0.02 -0.01 -0.99
C -0.32 0.01 -0.04 0.75
C -1.63 -0.07 0.07 -0.81
I -3.64 -0.06 -0.02 0.23
H 1.51 -0.99 0.10 0.27
H 1.47 0.63 0.83 0.27
H 1.50 0.46 -0.93 0.27
```

For the HOMO energy, the calculation gives -8.90 eV. As for the spin multiplicity: 1. As for the SMILES: CC#CI. The gap between HOMO and LUMO is 9.309 eV. The total charge is 0.


*x*
Formula: C3H3I
Source: the Open Molecules 2025 dataset
Level of theory: ωB97M-V/def2-TZVPD

The geometry in XYZ format:
```
7
Properties=species:S:1:pos:R:3:mulliken_charge:R:1
C -0.52 0.94 -0.22 -0.25
C 0.28 0.15 0.32 0.07
C 0.93 -0.75 0.97 -0.54
I -1.99 -0.04 -3.05 -0.34
H -1.00 1.77 -0.63 0.52
H 0.34 -1.48 1.67 0.25
H 1.97 -0.58 0.95 0.28
```

For the HOMO energy (spin up / spin down), the calculation gives -8.42 / -8.42 eV. As for the spin multiplicity: 1. The gap between HOMO and LUMO (spin up / spin down) is 5.173 / 5.171 eV. The total charge is 0.


Result of the stability comparison: *x* is the least stable of them.


*w*
Formula: C2H4O3S
Source: the Open Molecules 2025 dataset
Level of theory: ωB97M-V/def2-TZVPD

The geometry in XYZ format:
```
10
Properties=species:S:1:pos:R:3:mulliken_charge:R:1
O -1.63 -1.09 0.70 -0.60
S -1.12 0.10 0.08 0.91
O -2.03 1.06 -0.43 -0.55
C 0.50 0.77 0.59 -0.62
C 0.46 -0.08 -0.67 -0.03
O 1.09 -1.50 -0.31 -0.48
H 1.24 0.76 1.31 0.35
H 0.33 1.74 0.28 0.31
H 0.76 0.13 -1.70 0.41
H 0.40 -1.89 0.13 0.30
```

For the HOMO energy, the calculation gives -10.68 eV. As for the spin multiplicity: 1. As for the SMILES: O=S1(=O)C[C@H]1O. The gap between HOMO and LUMO is 11.273 eV. The total charge is 0.


*x*
Formula: C2H4O3S
Source: the Open Molecules 2025 dataset
Level of theory: ωB97M-V/def2-TZVPD

The geometry in XYZ format:
```
10
Properties=species:S:1:pos:R:3:mulliken_charge:R:1
O 1.28 0.10 1.55 -0.46
C 1.15 0.62 0.48 0.12
C -0.27 1.01 -0.06 0.55
O -0.46 1.21 -1.24 -0.52
S -1.52 0.75 1.14 -0.19
H 1.95 0.66 -0.37 0.28
H -0.63 0.44 2.17 0.20
O -0.23 -1.46 -0.88 -0.55
H -0.82 -1.03 -1.51 0.30
H -0.45 -2.29 -1.28 0.27
```

For the HOMO energy, the calculation gives -9.92 eV. As for the spin multiplicity: 1. As for the SMILES: O=CC(=O)S.O. The gap between HOMO and LUMO is 9.438 eV. The total charge is 0.


Result of the stability comparison: *w* is the least stable of them.